C7H14 | ωB97M-V with the def2-TZVPD basis set

```
! RIJCOSX wB97M-V def2-TZVPD def2/J DEFGRID3
* xyz 0 1
C -1.5747 0.1337 0.7938
C -0.5304 -0.7935 0.1876
C 0.9344 -0.6229 0.7012
C 1.2076 0.1903 1.9617
C 1.3174 0.0178 -0.6565
C -0.0376 -0.4285 -1.2521
C -0.8129 0.5973 -2.0699
H -2.5134 0.0753 0.2318
H -1.2526 1.1820 0.7888
H -1.7937 -0.1353 1.8346
H -0.8955 -1.8259 0.2681
H 1.4079 -1.6062 0.8070
H 0.6973 1.1588 1.9377
H 0.8880 -0.3311 2.8724
H 2.2825 0.3877 2.0551
H 2.2191 -0.3741 -1.1420
H 1.4054 1.1097 -0.6057
H 0.0868 -1.3389 -1.8525
H -0.9600 1.5280 -1.5101
H -0.2742 0.8532 -2.9906
H -1.8015 0.2224 -2.3603
*
```

Results
* SMILES: C[C@@H]1[C@H](C)C[C@@H]1C
* electronic energy: -7485.63467 eV
* energy above the lowest of the compared OMol25 structures with the same formula, charge and spin: 63.65 kJ/mol
* HOMO level: -10.186 eV

Let us look at the Mulliken charges, expressed in e, one per atom: -1.685, 0.250, 0.401, -1.530, -0.999, 0.425, -1.554, 0.370, 0.359, 0.369, 0.264, 0.322, 0.320, 0.338, 0.399, 0.296, 0.265, 0.325, 0.327, 0.407, 0.330

C7H14 | ωB97M-V with the def2-TZVPD basis set

```
! RIJCOSX wB97M-V def2-TZVPD def2/J DEFGRID3
* xyz 0 1
C -0.1544 -1.0304 -1.2603
C -0.8344 0.1063 -0.5157
C 0.1003 1.3362 -0.2935
C 1.2709 1.5992 -1.2556
C 0.4006 0.7622 1.1132
C -0.8319 -0.2149 1.0427
C -0.7005 -1.7042 1.5820
H -0.7936 -1.9172 -1.2372
H 0.7925 -1.2936 -0.7743
H 0.0614 -0.7797 -2.3036
H -1.7778 0.3625 -1.0221
H -0.4863 2.2651 -0.2331
H 1.9227 0.7247 -1.3638
H 0.9288 1.8733 -2.2644
H 1.9024 2.4262 -0.9021
H 0.5501 1.4860 1.9243
H 1.3007 0.1394 1.0453
H -1.7180 -0.0638 1.6409
H 0.3079 -2.0702 1.4214
H -0.9158 -1.8209 2.6685
H -1.4227 -2.3924 1.1064
*
```

Results
* SMILES: C[C@@H]1[C@H](C)C[C@@H]1C
* electronic energy: -7485.05218 eV
* energy above the lowest of the compared OMol25 structures with the same formula, charge and spin: 119.85 kJ/mol
* HOMO level: -10.107 eV

Let us look at the Mulliken charges, expressed in e, one per atom: -1.573, 0.413, 0.152, -1.516, -0.900, 0.046, -1.420, 0.356, 0.338, 0.355, 0.338, 0.343, 0.336, 0.330, 0.393, 0.368, 0.245, 0.384, 0.314, 0.392, 0.306

C7H14 | ωB97M-V with the def2-TZVPD basis set

```
! RIJCOSX wB97M-V def2-TZVPD def2/J DEFGRID3
* xyz 0 1
C -2.0271 -0.3468 -1.8634
C -1.7029 -0.0140 -0.4082
C -0.3539 -0.5713 0.0392
C 0.2486 -0.8585 1.4482
C 1.7859 -1.2699 1.4751
H -1.2369 -0.1791 -2.4964
H -2.0615 -1.5153 -1.9009
H -3.0073 0.1921 -2.1458
H -2.5422 -0.3941 0.1684
H -1.7280 1.1499 -0.5038
H -0.0320 -1.6303 -0.6294
H 0.5769 0.0647 -0.3081
H -0.2800 -1.6585 2.1874
H -0.1108 0.1919 1.7676
H 2.4485 -0.8881 0.5715
H 2.1799 -0.6863 2.4910
H 1.6741 -2.4398 1.6687
C 1.2226 2.8464 -0.8990
C 2.0422 2.6085 -0.0089
H 0.2305 2.8043 -1.5883
H 2.6733 2.5941 0.9350
*
```

Results
* SMILES: CCCCC.C#C
* electronic energy: -7480.19413 eV
* energy above the lowest of the compared OMol25 structures with the same formula, charge and spin: 588.58 kJ/mol
* HOMO level: -9.861 eV

Let us look at the Mulliken charges, expressed in e, one per atom: -1.315, 0.004, -0.391, -0.489, -0.817, 0.401, 0.303, 0.318, 0.290, 0.212, 0.171, -0.042, 0.257, 0.270, 0.309, 0.210, 0.287, -0.240, -0.304, 0.246, 0.319

C7H14 | ωB97M-V with the def2-TZVPD basis set

```
! RIJCOSX wB97M-V def2-TZVPD def2/J DEFGRID3
* xyz 1 2
C -0.3428 -2.8740 -1.5437
C 0.2963 -1.4663 -1.3873
C -0.6197 -0.5137 -0.6093
C -0.3232 -0.4565 0.8788
C 0.6733 0.7137 1.1699
C 0.0143 2.0365 1.3362
C 0.3104 3.1329 0.5491
H 0.2019 -3.6625 -1.0294
H -1.3347 -2.8707 -1.0937
H -0.5529 -3.1356 -2.5810
H 0.4932 -1.0874 -2.3751
H 1.2025 -1.6288 -0.7987
H -1.6753 -0.6472 -0.8798
H -0.5287 0.4942 -1.0511
H -1.2083 -0.2888 1.4982
H 0.1541 -1.3738 1.2207
H 1.3942 0.6473 1.9894
H 1.2919 0.7890 0.2708
H -0.6123 2.1724 2.2145
H 1.0436 3.1439 -0.2475
H -0.3580 3.9792 0.3670
*
```

Results
* electronic energy: -7475.40699 eV
* energy above the lowest of the compared OMol25 structures with the same formula, charge and spin: 148.69 kJ/mol
* HOMO level (alpha / beta): -14.669 / -14.661 eV

Let us look at the Mulliken charges, expressed in e, one per atom: -1.128, -0.498, -0.807, -0.720, -0.533, 0.157, -0.560, 0.302, 0.324, 0.325, 0.406, 0.297, 0.516, 0.315, 0.437, 0.359, 0.433, 0.334, 0.382, 0.325, 0.335

C7H14AlOPS | ωB97M-V with the def2-TZVPD basis set

```
! RIJCOSX wB97M-V def2-TZVPD def2/J DEFGRID3
* xyz 0 1
C -0.4249 2.0934 0.5492
C -0.0900 3.0104 -0.4102
C 0.4318 2.7603 -1.7078
C 0.5237 1.5161 -2.3868
C 0.2517 0.2846 -1.8552
Al 0.1875 0.3487 0.0557
P -1.3454 -0.6155 1.7260
H -0.9475 2.4253 1.4526
H -0.2356 4.0747 -0.1787
H 0.6571 3.6545 -2.2971
H 0.2127 -0.6096 -2.4908
H 0.8406 1.6061 -3.4435
H -2.3254 -1.6341 1.5381
H -2.0562 0.3316 2.5320
H -0.5011 -1.2075 2.7184
C 1.6391 -2.9565 0.2957
S 2.3164 -1.6703 1.3415
C 3.9909 -1.6226 0.6931
O 1.7834 -0.3205 0.6929
H 2.1721 -3.8833 0.5372
H 1.7605 -2.6897 -0.7579
H 0.5820 -3.0993 0.5356
H 3.9479 -1.5472 -0.4057
H 4.4934 -0.7428 1.1179
H 4.5049 -2.5322 1.0313
*
```

Results
* electronic energy: -36250.77042 eV
* energy above the lowest of the compared OMol25 structures with the same formula, charge and spin: 14.89 kJ/mol
* HOMO level (alpha / beta): -4.816 / -4.817 eV

Let us look at the Mulliken charges, expressed in e, one per atom: -0.185, -0.612, -0.319, -0.486, -0.450, -0.154, -0.008, 0.261, 0.249, 0.277, 0.358, 0.256, 0.107, 0.114, 0.060, -0.869, 0.364, -0.935, -0.101, 0.417, 0.303, 0.298, 0.305, 0.338, 0.412

C7H14BNO5 | ωB97M-V with the def2-TZVPD basis set

```
! RIJCOSX wB97M-V def2-TZVPD def2/J DEFGRID3
* xyz 0 1
B -0.4739 1.9141 -0.1161
C -0.2876 -1.5478 -0.1909
C 1.4012 -0.8737 1.4861
C 3.0478 0.1346 0.1823
C 0.1293 -0.4217 0.7102
C 2.4473 0.9254 -0.9794
C -1.9045 1.9499 0.6056
C -1.6312 -3.4111 -0.8112
N 0.2796 0.7547 -0.0827
O 0.2278 -1.7203 -1.2507
O 2.5011 -1.0708 0.6536
O 0.0172 3.0379 -0.7804
O 2.0866 0.5173 -2.1757
O -1.2723 -2.4139 0.1768
H 1.5041 -0.0935 2.1935
H 1.2878 -1.7978 2.0414
H 3.8877 -0.2156 -0.2314
H 3.0643 0.9004 0.9795
H -0.7147 -0.2369 1.5345
H 2.4475 1.9846 -0.9293
H -1.8611 2.6483 1.5609
H -2.4284 1.0054 0.9696
H -2.5981 2.5274 0.0492
H -2.7683 -3.3772 -0.8117
H -1.2937 -4.3187 -0.4654
H -1.2543 -3.0527 -1.7304
H -0.7029 3.5919 -1.0169
H 1.8713 -0.4718 -2.1792
*
```

Results
* electronic energy: -19888.34312 eV
* energy above the lowest of the compared OMol25 structures with the same formula, charge and spin: 231.29 kJ/mol
* HOMO level: -8.282 eV

Let us look at the Mulliken charges, expressed in e, one per atom: 0.547, 0.161, -1.275, -0.507, 1.035, -0.062, -1.021, -0.708, -0.551, -0.596, -0.357, -0.606, -0.436, -0.358, 0.445, 0.438, 0.420, 0.338, 0.136, 0.446, 0.289, 0.268, 0.383, 0.217, 0.263, 0.361, 0.255, 0.473